Record 1
The following is a quantum chemistry calculation of a molecular structure, C20H36MgO9, from OMol25.

```
! wB97M-V def2-TZVPD RIJCOSX def2/J DEFGRID3
* xyz 0 1
Mg -0.2556 0.2586 0.0096
C 3.5094 2.6236 -0.4964
C 2.6602 1.4555 -1.1200
O 1.3025 1.3274 -0.7409
H 4.5579 2.5852 -0.7918
H 3.3290 2.7839 0.5665
H 3.1181 3.5572 -0.9005
H 3.2053 0.5363 -0.9054
H 2.8169 1.5771 -2.1918
C -1.7180 -1.9478 2.9828
C -2.4802 -1.4767 1.7591
O -1.9200 -0.5397 0.8635
H -1.2749 -1.0582 3.4305
H -1.0099 -2.6985 2.6318
H -2.5019 -2.3578 3.6196
H -3.4424 -1.0666 2.0658
H -2.8582 -2.3829 1.2858
C -1.4778 3.7221 2.4011
C -1.0885 2.6474 3.4170
C -0.0708 1.7582 2.6996
O -0.5116 1.8294 1.3094
C -0.9354 3.1437 1.0924
H -1.0221 4.7055 2.5167
H -2.5383 3.9593 2.3168
H -1.9277 2.0029 3.6785
H -0.6284 2.9932 4.3427
H 0.1901 0.7981 3.1448
H 0.9412 2.1609 2.6576
H -1.7126 3.1667 0.3286
H -0.1154 3.7781 0.7557
O 0.0636 -1.3547 -1.0865
C -0.1070 -2.4180 -1.7471
O 0.8436 -3.2768 -2.1814
C 0.3083 -4.4451 -2.7083
C -1.0411 -4.0151 -3.1930
C -1.4703 -2.9685 -2.2345
H 0.1979 -5.1696 -1.9015
H 1.0146 -4.7208 -3.4914
H -1.7593 -4.8348 -3.1714
H -0.9811 -3.6364 -4.2133
H -1.9658 -3.3488 -1.3413
H -2.1157 -2.1959 -2.6524
O -1.4660 0.9945 -1.4771
C -1.8185 1.4640 -2.5591
O -2.7567 2.4111 -2.7089
C -3.1400 2.5475 -4.1256
C -1.9336 2.0365 -4.8869
C -1.2838 1.0681 -3.8915
H -3.2777 3.6047 -4.3528
H -4.0658 2.0182 -4.3508
H -1.3097 2.8641 -5.2245
H -2.1898 1.5499 -5.8280
H -0.2037 1.1777 -3.9885
H -1.6594 0.0510 -4.0039
O 1.0866 -0.6451 1.3554
C 1.9684 -1.1757 2.0147
O 1.8856 -2.4663 2.2433
C 3.0876 -2.8663 2.9201
C 3.5736 -1.6188 3.6659
C 3.1399 -0.5148 2.7273
H 3.8730 -3.2185 2.2514
H 2.9276 -3.6740 3.6343
H 4.6556 -1.6269 3.7978
H 3.1526 -1.5021 4.6645
H 3.9360 -0.2442 2.0337
H 2.6896 0.3078 3.2828
*
```

Properties
HOMO energy: -0.23381 hartree


Record 2
The following is a quantum chemistry calculation of a molecular structure, C6H6F2O6Rb, from OMol25.

```
! wB97M-V def2-TZVPD RIJCOSX def2/J DEFGRID3
* xyz 1 1
Rb -0.6716 14.6103 -8.9898
C 0.8720 7.3157 -3.9383
C 1.2798 8.3090 -2.8639
O 0.9675 9.5738 -3.4467
C 0.5403 9.3762 -4.7153
O 0.0960 10.1838 -5.5202
O 0.1604 8.0980 -4.7868
F 2.5471 8.1986 -2.5118
H 0.1503 6.6090 -3.5286
H 1.5812 6.7042 -4.4962
H 0.5139 8.2798 -2.0889
C -7.8285 16.0031 -10.6248
C -7.8738 17.1311 -9.6188
O -7.3719 16.2755 -8.5092
C -6.5842 15.3534 -8.9569
O -5.8531 14.5949 -8.3236
O -6.6260 15.4412 -10.3235
F -9.0838 17.5510 -9.4835
H -7.7628 16.3994 -11.6381
H -8.6912 15.3550 -10.4705
H -7.2650 18.0176 -9.7963
*
```

Properties
HOMO energy: -0.48267 hartree
Relative energy (zero: lowest compared OMol25 entry of this formula, charge and spin): 93.60 kJ/mol


Record 3
The following is a quantum chemistry calculation of 6 unconnected molecules or ions with the total composition C14H18F4N2O16, from OMol25.

```
! wB97M-V def2-TZVPD RIJCOSX def2/J DEFGRID3
* xyz -1 2
C 4.1596 0.7731 -0.3657
N 4.8702 -0.5331 -0.4887
O 4.6043 -1.3193 -1.3701
O 5.5843 -0.8724 0.4594
H 3.6854 0.9631 -1.3286
H 4.8023 1.5903 -0.0382
H 3.4875 0.5182 0.4537
C -0.9523 3.2838 4.0258
N -0.2515 4.5404 4.4982
O -0.7296 5.6013 4.1316
O 0.7921 4.4767 5.1368
H -1.3728 3.4296 3.0308
H -1.6064 2.8714 4.7940
H -0.1115 2.5935 3.9574
C 1.4746 -4.6620 -1.9603
C 0.5230 -5.5330 -1.1693
O 0.3406 -6.8005 -1.8735
C 0.9488 -6.6684 -3.0508
O 0.8854 -7.5671 -3.9312
O 1.5567 -5.4648 -3.0984
F -0.5346 -4.6692 -1.3110
H 2.3983 -4.4460 -1.4234
H 1.1964 -3.6842 -2.3534
H 0.8672 -5.6023 -0.1374
C -5.8241 -3.7086 -3.3247
C -4.4885 -3.9649 -3.9463
O -3.5844 -3.3232 -3.0288
C -4.2412 -2.3529 -2.4064
O -3.8218 -1.4610 -1.7478
O -5.6057 -2.5256 -2.6027
F -4.1845 -3.4687 -5.0925
H -6.1322 -4.5415 -2.6928
H -6.5371 -3.5002 -4.1224
H -4.2926 -5.0362 -3.9920
C 2.2134 6.7022 2.7513
C 1.2156 7.2954 1.7613
O 0.8848 6.1741 0.9790
C 1.4889 5.0490 1.5275
O 1.2040 3.8807 1.2833
O 2.4975 5.3814 2.2204
F 1.9265 8.2369 1.1807
H 1.7073 6.5991 3.7111
H 3.2244 7.1096 2.7385
H 0.4172 7.7764 2.3263
C -1.4991 -0.4584 0.4978
C -0.3997 0.5935 0.9083
O 0.7820 -0.1830 0.8306
C 0.6072 -1.2819 0.1102
O 1.4618 -2.1746 -0.0100
O -0.6570 -1.3872 -0.1941
F -0.6087 1.0228 2.1615
H -2.1904 0.1457 -0.0898
H -1.9619 -0.8909 1.3849
H -0.2195 1.4729 0.2899
*
```

Properties
HOMO energy (spin up / spin down): -0.02023 / -0.15935 hartree


Record 4
The following is a quantum chemistry calculation of a molecular structure, C4H5NO, from OMol25.

```
! wB97M-V def2-TZVPD RIJCOSX def2/J DEFGRID3
* xyz 0 1
O 1.8077 -0.0797 1.3648
C 1.2465 0.8236 0.7880
C 0.0468 0.6325 -0.1086
C -0.3543 -0.8241 -0.2054
C -1.5135 -0.9018 -1.5086
N -2.1527 -1.0963 -0.5172
H 1.5963 1.8714 0.8902
H 0.2724 1.0512 -1.0972
H -0.7826 1.2309 0.2904
H -0.5596 -1.2458 0.7789
H 0.3931 -1.4618 -0.6753
*
```

Properties
HOMO energy: -0.38491 hartree
Relative energy (zero: lowest compared OMol25 entry of this formula, charge and spin): 302.90 kJ/mol


Number 1: largest force on an atom 0.1224 Eh/bohr, E_tot -45196.7292 eV. Number 2: largest force on an atom 0.0824 Eh/bohr, E_tot -24687.8334 eV. Number 3: largest force on an atom 0.1124 Eh/bohr, E_tot -61412.4927 eV. Number 4: largest force on an atom 0.0213 Eh/bohr, E_tot -7763.3872 eV.